Record 1
Density functional theory data (the ωB97M-V functional and the def2-TZVPD basis) for a cluster of 2 separate species, C17H28ClNO2 in total.

Last column: natural (NBO) charge in e.
Cartesian coordinates (Å):
C 0.155 -1.245 2.109  -0.624
C 0.785 -1.612 0.654  -0.409
C -0.408 -1.464 -0.409  -0.418
C 0.026 -0.657 -1.736  -0.410
C -0.568 0.824 -1.816  -0.427
C -0.352 1.710 -0.499  -0.432
C -1.635 1.850 0.436  -0.223
N -2.744 2.681 -0.151  -0.660
C -3.984 1.860 -0.243  0.900
O -4.879 2.041 0.590  -0.561
O -4.011 0.924 -1.297  -0.538
C -4.857 -0.213 -1.003  -0.085
C -4.476 -1.016 0.325  -0.450
C -3.956 -2.494 -0.083  -0.366
Cl -3.449 -3.340 1.471  -0.085
H 0.038 -0.116 2.139  0.203
H 0.808 -1.650 2.946  0.215
H -0.880 -1.730 2.146  0.214
H 1.577 -0.827 0.387  0.195
H 1.211 -2.674 0.643  0.214
H -1.356 -1.031 0.059  0.194
H -0.700 -2.524 -0.751  0.210
H 1.165 -0.662 -1.895  0.209
H -0.393 -1.263 -2.618  0.207
H 0.002 1.355 -2.663  0.209
H -1.645 0.746 -2.168  0.219
H 0.514 1.224 0.079  0.220
H -0.085 2.764 -0.850  0.217
H -1.311 2.369 1.411  0.207
H -2.063 0.844 0.745  0.185
H -2.476 2.803 -1.147  0.364
H -4.717 -0.947 -1.878  0.194
H -5.975 0.035 -1.006  0.207
H -3.646 -0.557 0.946  0.226
H -5.431 -1.125 0.950  0.234
H -4.798 -3.053 -0.595  0.220
H -3.045 -2.352 -0.765  0.222
C 6.626 1.478 -0.134  -0.212
C 5.314 1.940 -0.105  -0.212
C 4.319 1.175 0.494  -0.216
C 4.635 -0.055 1.061  -0.218
C 5.945 -0.522 1.025  -0.201
C 6.941 0.245 0.429  -0.216
H 7.402 2.078 -0.595  0.213
H 5.067 2.898 -0.550  0.213
H 3.297 1.537 0.519  0.210
H 3.860 -0.651 1.531  0.214
H 6.191 -1.484 1.462  0.212
H 7.963 -0.118 0.403  0.213

Summary:
**ΔE to the lowest compared entry with this formula, charge and spin**: 42.77 kcal/mol
**Structure (SMILES)**: CCCCCCCNC(=O)OCCCCl.c1ccccc1
**Gap between HOMO and LUMO**: 0.3756 Eh


Record 2
Density functional theory data (the ωB97M-V functional and the def2-TZVPD basis) for a cluster of 3 separate species, C17H28I2N2O7 in total.

Last column: natural (NBO) charge in e.
Cartesian coordinates (Å):
C 2.943 -1.436 1.986  -0.668
C 2.888 -0.443 0.777  -0.322
I 3.235 -1.646 -1.035  0.086
C 1.529 0.287 0.541  -0.297
I 2.074 2.237 -0.344  0.116
C 0.703 0.588 1.858  -0.356
C 0.162 2.005 1.928  0.308
N -0.507 2.903 1.880  -0.332
C -0.469 -0.485 1.935  -0.301
C -0.536 -1.039 3.358  0.275
N -0.524 -1.321 4.442  -0.312
C -1.865 0.101 1.588  -0.435
C -2.933 -1.000 1.268  -0.064
O -2.405 -2.126 0.567  -0.727
H 3.822 -1.182 2.613  0.234
H 3.151 -2.462 1.622  0.241
H 2.023 -1.511 2.592  0.219
H 3.729 0.266 0.786  0.241
H 0.915 -0.188 -0.244  0.241
H 1.300 0.436 2.779  0.275
H -0.221 -1.344 1.282  0.274
H -1.850 0.797 0.729  0.226
H -2.249 0.644 2.477  0.239
H -3.716 -0.549 0.614  0.177
H -3.462 -1.342 2.176  0.192
H -2.370 -1.926 -0.378  0.472
C 3.924 -2.652 -7.289  -0.640
C 3.149 -3.872 -6.832  -0.070
O 4.029 -4.921 -6.403  -0.493
C 4.577 -4.756 -5.197  0.984
O 4.391 -3.827 -4.453  -0.652
O 5.389 -5.793 -4.967  -0.493
C 6.120 -5.697 -3.744  -0.257
H 4.652 -2.927 -8.054  0.212
H 3.249 -1.898 -7.695  0.218
H 4.480 -2.206 -6.464  0.226
H 2.578 -4.274 -7.668  0.191
H 2.438 -3.625 -6.042  0.193
H 5.455 -5.532 -2.897  0.197
H 6.857 -4.897 -3.813  0.189
H 6.641 -6.641 -3.600  0.196
C -2.689 4.960 3.958  -0.640
C -3.175 4.493 2.602  -0.084
O -4.503 3.946 2.685  -0.499
C -5.491 4.838 2.788  0.982
O -5.370 6.036 2.804  -0.646
O -6.646 4.166 2.887  -0.499
C -7.784 5.000 3.099  -0.256
H -2.767 4.155 4.692  0.208
H -1.650 5.289 3.901  0.222
H -3.292 5.790 4.330  0.223
H -2.531 3.692 2.247  0.218
H -3.136 5.294 1.862  0.190
H -7.853 5.777 2.338  0.196
H -7.741 5.444 4.094  0.188
H -8.669 4.370 3.035  0.193

Summary:
**Structure (SMILES)**: C[C@@H](I)[C@H](I)[C@@H](C#N)[C@@H](C#N)CCO.CCOC(=O)OC.CCOC(=O)OC
**Gap between HOMO and LUMO**: 0.3466 Eh


Record 3
Density functional theory data (the ωB97M-V functional and the def2-TZVPD basis) for a structure of composition C17H28I2NO7P.

Last column: natural (NBO) charge in e.
Cartesian coordinates (Å):
C 4.229 -3.122 1.114  -0.697
C 3.418 -2.931 -0.245  -0.099
I 4.519 -2.185 -1.985  0.159
C 2.020 -3.226 -0.400  -0.264
I 1.109 -2.846 -2.326  0.203
C 1.283 -3.774 0.885  -0.130
C 0.235 -3.249 1.677  -0.039
C -0.426 -1.854 1.288  -0.459
C -1.941 -1.661 1.779  -0.406
C -2.902 -2.918 1.525  -0.440
C -3.727 -2.872 0.140  -0.230
N -3.549 -4.196 -0.588  -0.812
C -0.027 -4.264 2.874  0.785
O -0.665 -4.165 3.928  -0.492
O 0.737 -5.419 2.494  -0.536
C 1.731 -5.188 1.490  0.794
O 2.669 -5.921 1.150  -0.508
H 4.557 -4.216 1.278  0.261
H 5.183 -2.500 1.057  0.242
H 3.668 -2.800 2.052  0.237
H -0.360 -1.627 0.161  0.252
H 0.194 -1.032 1.808  0.245
H -1.958 -1.274 2.867  0.221
H -2.377 -0.787 1.158  0.221
H -2.395 -3.937 1.604  0.198
H -3.691 -2.896 2.371  0.221
H -3.460 -1.979 -0.525  0.196
H -4.847 -2.808 0.399  0.194
H -3.752 -4.898 0.149  0.343
H -2.515 -4.255 -0.705  0.340
O -0.597 1.557 -0.554  -0.890
P -0.410 2.768 -1.479  2.356
O 1.195 3.002 -1.139  -0.788
C 2.132 2.095 -1.706  -0.074
C 2.391 2.420 -3.165  -0.632
O -1.075 3.838 -0.398  -0.830
C -2.247 3.480 0.327  -0.060
C -1.884 3.236 1.781  -0.629
O -0.309 4.051 -2.607  -0.795
C -0.317 5.437 -2.278  -0.040
C 0.912 5.908 -1.528  -0.638
H 1.781 1.065 -1.592  0.183
H 3.061 2.193 -1.138  0.188
H 1.489 2.265 -3.764  0.201
H 3.184 1.787 -3.567  0.216
H 2.680 3.467 -3.284  0.214
H -2.739 2.607 -0.110  0.182
H -2.949 4.316 0.260  0.174
H -1.116 2.467 1.877  0.218
H -2.761 2.929 2.356  0.209
H -1.475 4.147 2.227  0.209
H -1.237 5.709 -1.758  0.189
H -0.352 5.967 -3.235  0.185
H 0.940 5.510 -0.511  0.228
H 0.918 6.998 -1.457  0.216
H 1.826 5.585 -2.032  0.211

Summary:
**Gap between HOMO and LUMO**: 0.2640 Eh


Record 4
Density functional theory data (the ωB97M-V functional and the def2-TZVPD basis) for a structure of composition C17H28InNO2P2Se.

Last column: natural (NBO) charge in e.
Cartesian coordinates (Å):
In -0.151 0.288 0.247  0.893
P 2.252 -0.641 0.069  1.038
C 2.261 -0.656 -1.762  -0.849
C 1.054 -1.358 -2.324  0.258
N -0.139 -1.014 -1.792  -0.568
C -1.294 -1.478 -2.287  0.237
C -1.298 -2.433 -3.304  -0.226
C -0.085 -2.860 -3.834  -0.095
C 1.103 -2.309 -3.350  -0.226
C -2.601 -0.914 -1.741  -0.770
P -2.369 0.726 -0.952  1.042
H 2.077 -2.621 -3.723  0.250
H -2.262 -2.779 -3.668  0.249
H -0.068 -3.621 -4.611  0.258
H -3.335 -0.783 -2.553  0.284
H -3.035 -1.600 -0.996  0.290
H 2.251 0.477 -2.094  0.360
H 3.194 -1.118 -2.095  0.266
H 1.278 2.464 -1.791  0.497
O 1.935 1.963 -2.442  -0.979
H 2.733 2.507 -2.531  0.498
H -0.049 2.478 -0.206  0.450
O 0.256 3.138 -0.918  -0.884
H 0.587 3.904 -0.407  0.523
C -2.508 1.887 -2.337  -0.968
H -3.512 1.789 -2.778  0.269
H -2.361 2.920 -1.990  0.276
H -1.759 1.667 -3.111  0.273
C -3.780 1.017 0.142  -0.969
H -3.730 2.052 0.515  0.271
H -4.721 0.876 -0.412  0.277
H -3.737 0.336 1.004  0.290
C 2.217 -2.400 0.556  -0.946
H 3.193 -2.857 0.328  0.273
H 2.023 -2.455 1.638  0.272
H 1.420 -2.948 0.034  0.271
C 3.883 -0.042 0.568  -0.946
H 3.840 0.212 1.636  0.274
H 4.641 -0.826 0.413  0.279
H 4.157 0.857 -0.001  0.272
Se -1.345 -1.308 1.946  -0.115
C -0.741 -0.263 3.420  -0.217
C -1.509 0.838 3.853  -0.251
C -1.048 1.637 4.898  -0.192
C 0.173 1.340 5.525  -0.188
C 0.955 0.263 5.076  -0.193
C 0.500 -0.542 4.032  -0.252
H -2.443 1.058 3.336  0.217
H -1.644 2.494 5.225  0.238
H 0.523 1.958 6.354  0.240
H 1.921 0.052 5.542  0.236
H 1.096 -1.373 3.653  0.214

Summary:
**Total charge**: +2
**Gap between HOMO and LUMO**: 0.2042 Eh


| no. | strongest force on any atom (eV/Å) | HOMO level (eV) |
| --- | --- | --- |
| 1 | 3.73 | -9.5 |
| 2 | 5.36 | -9.6 |
| 3 | 9.21 | -9.2 |
| 4 | 2.95 | -13.8 |